{
  "formula": "C27H37Cl3N4RuSi4Te",
  "method": "ωB97M-V/def2-TZVPD",
  "symbols": ["Ru", "N", "C", "C", "C", "C", "C", "C", "C", "C", "C", "C", "C", "C", "N", "C", "C", "C", "C", "N", "H", "H", "H", "H", "H", "H", "H", "H", "H", "H", "C", "Si", "C", "C", "Si", "Te", "Si", "C", "C", "C", "Si", "C", "C", "C", "H", "H", "H", "H", "H", "H", "H", "H", "H", "H", "H", "H", "H", "H", "H", "H", "H", "H", "H", "H", "H", "H", "H", "H", "H", "H", "H", "Cl", "C", "Cl", "Cl", "C", "N"],
  "coordinates": [[1.892, -1.010, 0.239], [8.833, 6.488, -1.145], [8.069, 5.645, -0.992], [7.111, 4.590, -0.800], [7.067, 3.523, -1.694], [6.149, 2.506, -1.502], [5.260, 2.560, -0.432], [5.300, 3.634, 0.454], [6.231, 4.643, 0.278], [4.271, 1.470, -0.233], [4.739, 0.202, 0.033], [6.092, -0.197, 0.198], [6.094, -1.543, 0.463], [4.749, -1.944, 0.467], [3.923, -0.922, 0.214], [2.901, 1.805, -0.322], [2.391, 3.062, -0.640], [0.994, 2.975, -0.613], [0.699, 1.673, -0.297], [1.836, 0.922, -0.122], [7.751, 3.496, -2.531], [6.110, 1.676, -2.197], [4.616, 3.672, 1.292], [6.280, 5.471, 0.971], [6.942, 0.462, 0.137], [6.943, -2.181, 0.644], [4.380, -2.939, 0.648], [2.982, 3.934, -0.869], [0.287, 3.766, -0.804], [-0.278, 1.236, -0.180], [-3.694, -0.127, 3.499], [-3.562, 0.819, 1.899], [-5.190, 1.516, 1.307], [-2.220, 2.118, 1.947], [-3.044, -0.715, 0.114], [-0.688, -1.395, 0.394], [-3.186, -0.029, -2.201], [-2.634, 1.754, -2.262], [-2.109, -1.133, -3.251], [-5.003, -0.216, -2.587], [-4.195, -2.832, 0.455], [-5.969, -2.278, 0.630], [-3.559, -3.666, 1.998], [-3.908, -3.869, -1.071], [-3.866, 0.587, 4.309], [-2.780, -0.675, 3.733], [-4.530, -0.828, 3.497], [-5.543, 2.235, 2.053], [-5.965, 0.758, 1.188], [-5.081, 2.054, 0.363], [-2.510, 2.892, 2.664], [-2.081, 2.603, 0.979], [-1.263, 1.709, 2.277], [-1.587, 1.876, -1.981], [-3.246, 2.394, -1.624], [-2.738, 2.118, -3.288], [-1.053, -1.053, -2.986], [-2.206, -0.819, -4.294], [-2.406, -2.181, -3.192], [-5.634, 0.355, -1.903], [-5.322, -1.259, -2.566], [-5.189, 0.164, -3.596], [-6.128, -1.702, 1.544], [-6.602, -3.168, 0.690], [-6.312, -1.687, -0.221], [-3.641, -3.029, 2.879], [-2.521, -3.987, 1.897], [-4.166, -4.558, 2.177], [-4.345, -3.414, -1.961], [-4.390, -4.841, -0.929], [-2.849, -4.048, -1.260], [1.036, -5.807, 2.857], [2.060, -5.587, 1.441], [3.744, -5.974, 1.801], [1.469, -6.520, 0.068], [2.009, -4.168, 1.068], [1.982, -3.063, 0.776]],
  "atomic_forces_ev_per_a": [[0.1, 0.0, 0.2], [0.0, 0.0, 0.0], [0.0, 0.0, 0.0], [0.0, 0.0, 0.0], [0.0, 0.0, 0.0], [0.0, 0.0, 0.0], [0.0, 0.0, 0.0], [0.0, 0.0, 0.0], [0.0, 0.0, 0.0], [0.0, 0.0, 0.0], [0.0, 0.0, 0.0], [0.0, 0.0, 0.0], [0.0, 0.0, 0.0], [0.1, 0.0, 0.0], [-0.1, 0.0, 0.0], [0.0, 0.1, 0.0], [0.0, 0.0, 0.0], [0.0, 0.0, 0.0], [0.0, 0.0, 0.0], [0.0, 0.0, 0.0], [0.0, 0.0, 0.0], [0.0, 0.0, 0.0], [0.0, 0.0, 0.0], [0.0, 0.0, 0.0], [0.0, 0.0, 0.0], [0.0, 0.0, 0.0], [0.0, 0.0, 0.0], [0.0, 0.0, 0.0], [0.0, 0.0, 0.0], [0.0, 0.0, 0.0], [0.0, 0.1, 0.0], [0.1, 0.0, -0.1], [0.0, 0.0, 0.1], [-0.1, 0.0, 0.0], [0.0, 0.0, 0.0], [-0.1, 0.0, 0.0], [0.0, 0.0, -0.1], [0.0, 0.0, 0.0], [0.0, 0.0, 0.0], [0.1, 0.0, 0.0], [-0.1, -0.1, -0.1], [0.1, 0.0, 0.0], [0.0, 0.1, 0.0], [0.0, 0.1, 0.0], [0.0, 0.0, 0.0], [0.0, 0.0, 0.0], [0.0, 0.0, 0.0], [0.0, 0.0, 0.0], [0.0, 0.0, 0.0], [0.0, 0.0, 0.0], [0.0, 0.0, 0.0], [0.0, 0.0, 0.0], [0.0, 0.0, 0.0], [0.0, 0.0, 0.0], [0.0, 0.0, 0.0], [0.0, 0.0, 0.0], [0.0, 0.0, 0.0], [0.0, 0.0, 0.0], [0.0, 0.0, 0.0], [0.0, 0.0, 0.0], [0.0, 0.0, 0.0], [0.0, 0.0, 0.0], [0.0, 0.0, 0.0], [0.0, 0.0, 0.0], [0.0, 0.0, 0.0], [0.0, 0.0, 0.0], [0.0, 0.0, 0.0], [0.0, 0.0, 0.0], [0.0, 0.0, 0.0], [0.0, 0.0, 0.0], [0.0, 0.0, 0.0], [0.0, 0.0, 0.0], [0.1, -0.2, 0.0], [-0.1, 0.0, 0.0], [0.0, 0.0, 0.0], [0.0, 0.1, 0.0], [0.0, 0.0, -0.1]],
  "molar_mass_da": 865.0,
  "total_charge": 2,
  "homo_energy_ev": [-13.3, -13.3],
  "orbital_gap_ev": [7.1, 4.6],
  "de_lowest_ev": 0.000,
  "spin_multiplicity": 5,
  "fmax_ev_per_a": 0.3
}

***

{
  "formula": "C5H8N2",
  "method": "ωB97M-V/def2-TZVPD",
  "symbols": ["C", "C", "C", "N", "C", "N", "C", "H", "H", "H", "H", "H", "H", "H", "H"],
  "coordinates": [[1.185, 0.374, -1.284], [1.444, 0.211, 0.365], [1.081, -1.073, 0.876], [-0.274, -1.142, 0.967], [-0.824, 0.085, 0.652], [-2.089, 0.203, 0.069], [0.216, 0.942, 0.499], [0.131, 0.173, -1.614], [1.377, 1.378, -1.685], [1.783, -0.369, -1.777], [1.651, -1.894, 1.319], [-0.806, -1.993, 1.074], [-2.866, 0.003, 0.678], [-2.176, 1.126, -0.341], [0.168, 1.977, 0.201]],
  "atomic_forces_ev_per_a": [[0.9, -0.4, -0.2], [-0.5, 0.0, -0.7], [-0.3, -0.1, -0.6], [0.0, 0.1, 0.1], [-0.1, 0.3, 0.5], [-0.4, 0.1, 0.3], [-0.8, 0.4, 0.6], [0.8, -0.2, 0.6], [0.4, -0.3, 0.4], [0.6, -0.1, -0.4], [0.0, 0.2, -0.8], [0.1, 0.1, 0.4], [-0.2, 0.1, 0.1], [-0.2, -0.2, 0.1], [-0.4, 0.0, -0.3]],
  "molar_mass_da": 96.1,
  "homo_energy_ev": -7.2,
  "smiles": "Cc1c[nH]c(N)c1",
  "orbital_gap_ev": 8.1,
  "de_lowest_ev": 4.197,
  "fmax_ev_per_a": 1.0
}